1.
{
  "formula": "C10H20N",
  "method": "ωB97M-V/def2-TZVPD",
  "species": ["C", "C", "C", "C", "C", "C", "C", "C", "C", "C", "N", "H", "H", "H", "H", "H", "H", "H", "H", "H", "H", "H", "H", "H", "H", "H", "H", "H", "H", "H", "H"],
  "positions_angstrom": [[-1.175, 2.784, -0.383], [-1.120, 1.502, -0.620], [-1.638, -0.195, 1.579], [-1.680, -2.073, -0.083], [-1.383, -0.391, -2.237], [2.215, 0.925, -0.708], [1.914, 0.892, 1.870], [1.508, -1.053, 0.421], [-1.093, -0.695, 0.237], [-1.152, 0.235, -0.887], [1.978, 0.210, 0.569], [-2.213, 3.215, -0.456], [-2.596, -0.645, 1.838], [-1.676, 0.883, 1.582], [-0.884, -0.397, 2.336], [-1.591, -2.341, -1.105], [-2.719, -2.076, 0.120], [-1.291, -2.925, 0.527], [-0.796, -1.264, -2.449], [-1.328, 0.417, -2.904], [-2.364, -0.693, -2.225], [3.260, 0.721, -1.220], [1.424, 0.664, -1.476], [2.108, 1.970, -0.615], [1.404, 0.327, 2.697], [2.873, 1.064, 2.303], [1.341, 1.794, 1.674], [-0.437, 3.465, -0.290], [1.670, -1.519, -0.506], [1.616, -1.587, 1.375], [0.122, -0.717, 0.306]],
  "forces_ev_per_angstrom": [[-4.1, -1.9, -0.9], [0.5, 1.6, -0.4], [1.4, 0.2, 0.0], [1.4, -0.8, 1.0], [1.5, 1.5, 0.9], [1.0, -1.1, -2.1], [-1.0, -0.4, 0.3], [1.8, 2.8, 2.9], [-0.6, -1.4, 0.9], [-0.6, -0.7, -0.2], [-0.4, -2.0, -1.3], [1.1, -0.3, 0.5], [0.2, 0.1, -0.1], [-0.4, 0.3, 0.0], [-0.3, -0.5, 0.5], [0.3, -0.4, -0.7], [-1.2, 0.3, 0.3], [0.0, 0.9, -0.3], [0.7, 0.0, -0.4], [0.4, 0.6, -1.6], [-2.5, -0.9, -0.1], [-1.9, 0.2, 1.5], [1.0, -0.1, 1.1], [0.1, 1.2, 0.6], [0.1, 0.1, -1.3], [0.9, 0.6, -0.2], [0.2, 0.3, 0.4], [2.6, 1.8, 0.3], [-0.1, -0.7, -1.1], [-0.8, -0.4, -0.6], [-1.2, -1.0, 0.3]],
  "mulliken_charge": [-1.022, 0.178, -1.236, -1.584, -2.162, -0.794, -0.789, -0.487, 1.639, 0.456, 0.181, 0.226, 0.327, 0.406, 0.284, 0.408, 0.453, 0.362, 0.423, 0.502, 0.581, 0.273, 0.258, 0.360, 0.301, 0.342, 0.302, 0.364, 0.424, 0.434, -0.409],
  "e_above_lowest_ev": 2.915,
  "homo_lumo_gap_ha": 0.294,
  "charge": 1,
  "spin_multiplicity": 1,
  "e_lumo_ev": -4.64
}

2.
{
  "formula": "C4H8OS",
  "method": "ωB97M-V/def2-TZVPD",
  "species": ["C", "C", "C", "S", "C", "O", "H", "H", "H", "H", "H", "H", "H", "H"],
  "positions_angstrom": [[1.357, 0.274, 1.490], [-0.033, 0.571, 0.974], [-0.314, 2.059, 1.357], [-0.347, 0.231, -0.882], [-0.189, -1.522, -0.854], [-0.300, -2.220, -1.856], [1.537, -0.735, 1.201], [1.202, 0.394, 2.543], [2.184, 0.959, 1.305], [-0.778, -0.101, 1.445], [-1.197, 2.555, 0.971], [-0.393, 1.959, 2.439], [0.495, 2.655, 1.061], [-0.028, -1.911, 0.191]],
  "forces_ev_per_angstrom": [[-0.8, 0.0, 0.0], [-0.9, 1.2, -1.4], [-1.2, -1.9, 0.1], [0.5, 0.3, 1.1], [-0.4, -0.9, -1.2], [0.3, 1.1, 2.0], [1.0, -0.8, 0.3], [0.3, -0.6, 1.0], [-0.3, 0.0, -0.9], [0.5, 0.4, 0.0], [-0.4, -0.4, -0.1], [0.1, 0.7, 0.1], [1.4, 0.8, -0.2], [-0.1, -0.1, -0.7]],
  "mulliken_charge": [-1.060, 0.155, -1.380, -0.077, 0.118, -0.462, 0.343, 0.359, 0.318, 0.326, 0.363, 0.375, 0.389, 0.235],
  "e_above_lowest_ev": 0.744,
  "homo_lumo_gap_ha": 0.385,
  "spin_multiplicity": 1,
  "e_lumo_ev": 0.84
}

3.
{
  "formula": "C2H12BF4O5Rb",
  "method": "ωB97M-V/def2-TZVPD",
  "species": ["Rb", "B", "F", "F", "F", "F", "O", "H", "H", "O", "H", "H", "O", "H", "H", "C", "C", "O", "O", "H", "H", "H", "H", "H", "H"],
  "positions_angstrom": [[-2.131, 3.182, -0.481], [-0.636, 0.179, -0.983], [0.087, 1.394, -0.758], [-1.920, 0.612, -1.366], [-0.073, -0.516, -2.042], [-0.748, -0.559, 0.197], [-1.519, -3.133, -0.339], [-1.432, -3.235, -1.291], [-1.349, -2.189, -0.163], [1.255, -2.836, -2.078], [0.692, -2.057, -1.888], [2.146, -2.559, -1.846], [-0.741, 1.008, -4.907], [0.168, 0.741, -4.731], [-1.199, 0.856, -4.075], [0.014, 1.300, 2.881], [1.025, 0.166, 2.810], [2.300, 0.561, 3.281], [0.214, 2.274, 1.856], [0.032, 1.725, 3.884], [-1.010, 0.906, 2.851], [1.229, -0.357, 1.873], [0.634, -0.533, 3.558], [2.701, 1.254, 2.751], [0.260, 1.816, 1.005]],
  "forces_ev_per_angstrom": [[0.2, -0.2, 0.1], [-0.3, 0.2, -0.2], [0.2, -0.1, 0.2], [-0.7, 0.1, -0.2], [0.0, 0.2, 0.3], [0.4, 0.4, -0.2], [-0.2, 0.4, 0.1], [0.1, -0.1, 0.0], [-0.1, -0.7, -0.1], [-0.3, 0.3, 0.1], [0.6, -0.7, -0.2], [0.0, 0.0, 0.0], [0.0, 0.2, 0.0], [-0.1, -0.1, 0.0], [0.0, -0.2, 0.1], [-0.4, -0.7, -0.8], [0.2, 0.2, 0.9], [0.5, 0.1, 0.8], [-0.3, 0.5, 0.4], [0.6, 0.5, -0.2], [0.0, -0.3, -0.5], [-1.0, 0.2, -0.3], [0.3, -0.4, -0.2], [-0.3, 0.0, -0.3], [0.2, -0.2, 0.1]],
  "mulliken_charge": [1.028, 0.693, -0.476, -0.441, -0.424, -0.451, -0.662, 0.306, 0.384, -0.668, 0.408, 0.279, -0.655, 0.328, 0.326, -0.534, -0.123, -0.555, -0.567, 0.359, 0.274, 0.204, 0.266, 0.300, 0.403],
  "homo_lumo_gap_ha": 0.328,
  "spin_multiplicity": 1,
  "e_lumo_ev": -1.21
}

4.
{
  "formula": "C29H23InO7P",
  "method": "ωB97M-V/def2-TZVPD",
  "species": ["O", "P", "O", "O", "C", "In", "H", "H", "H", "H", "H", "H", "H", "C", "C", "C", "C", "C", "C", "C", "O", "C", "C", "C", "C", "C", "C", "C", "O", "H", "H", "H", "H", "H", "H", "H", "H", "C", "C", "C", "C", "C", "C", "C", "O", "C", "C", "C", "C", "C", "C", "C", "O", "H", "H", "H", "H", "H", "H", "H", "H"],
  "positions_angstrom": [[-0.322, 4.867, -0.025], [-0.353, 4.410, -1.422], [0.092, 5.548, -2.490], [-1.903, 4.155, -1.817], [0.571, 2.965, -1.737], [-0.693, 1.120, -1.235], [-0.653, 6.138, -2.635], [-1.988, 3.920, -2.748], [0.918, 2.912, -2.767], [1.389, 3.002, -1.020], [0.297, -0.333, -1.326], [-1.352, 1.398, 0.392], [-2.051, 1.140, -2.399], [-4.178, -2.677, -3.374], [-4.901, -3.700, -3.980], [-4.243, -4.752, -4.593], [-2.854, -4.782, -4.610], [-2.132, -3.747, -4.012], [-2.795, -2.698, -3.388], [-0.641, -3.728, -4.042], [-0.033, -2.830, -3.512], [0.057, -4.844, -4.749], [1.443, -4.825, -4.834], [2.107, -5.856, -5.474], [1.391, -6.913, -6.027], [0.010, -6.934, -5.947], [-0.664, -5.897, -5.314], [-2.157, -5.926, -5.261], [-2.778, -6.854, -5.741], [-4.695, -1.858, -2.891], [-5.983, -3.674, -3.974], [-4.796, -5.553, -5.064], [-2.221, -1.904, -2.925], [1.986, -3.999, -4.395], [3.187, -5.839, -5.543], [1.914, -7.721, -6.522], [-0.558, -7.749, -6.375], [-0.672, 4.358, 2.923], [-1.391, 3.269, 3.402], [-0.893, 2.504, 4.443], [0.336, 2.816, 5.009], [1.073, 3.900, 4.512], [0.560, 4.667, 3.474], [2.409, 4.235, 5.069], [3.058, 5.178, 4.664], [2.948, 3.367, 6.162], [4.216, 3.628, 6.668], [4.729, 2.845, 7.687], [3.974, 1.802, 8.212], [2.712, 1.537, 7.710], [2.198, 2.313, 6.680], [0.842, 1.992, 6.134], [0.192, 1.084, 6.612], [-1.054, 4.946, 2.102], [-2.339, 3.013, 2.951], [-1.448, 1.656, 4.820], [1.134, 5.501, 3.096], [4.790, 4.444, 6.252], [5.719, 3.047, 8.075], [4.374, 1.193, 9.013], [2.116, 0.726, 8.106]],
  "forces_ev_per_angstrom": [[0.0, 0.4, 0.2], [0.1, -0.7, 0.7], [0.0, -0.1, -0.4], [0.0, 0.5, -0.4], [-0.2, 0.1, 0.0], [-0.2, 0.0, 0.2], [0.0, 0.3, 0.0], [-0.1, -0.3, 0.0], [0.1, 0.0, 0.0], [0.2, -0.1, -0.2], [0.0, 0.1, -0.1], [0.1, 0.0, -0.1], [0.1, -0.1, -0.1], [-0.1, 0.0, 0.0], [0.0, 0.0, 0.0], [-0.1, 0.0, 0.0], [0.1, 0.0, 0.0], [0.0, -0.1, -0.1], [0.0, 0.1, 0.0], [-0.2, 0.1, 0.1], [0.3, -0.1, -0.1], [-0.1, 0.0, 0.0], [0.1, 0.0, 0.0], [0.0, 0.0, 0.0], [0.0, 0.0, 0.0], [0.1, -0.1, 0.0], [0.0, 0.1, 0.0], [-0.1, 0.0, 0.0], [0.0, 0.0, 0.0], [0.0, 0.0, 0.0], [0.0, 0.0, 0.0], [0.1, 0.0, 0.0], [0.0, 0.0, 0.0], [-0.1, 0.0, 0.0], [0.0, 0.0, 0.0], [0.0, 0.0, 0.0], [-0.1, 0.0, 0.0], [-0.1, 0.0, 0.0], [0.0, 0.0, 0.0], [-0.1, 0.0, 0.0], [0.1, 0.0, 0.0], [0.0, -0.1, 0.1], [0.0, 0.0, 0.0], [0.0, 0.1, 0.0], [0.0, 0.0, 0.0], [-0.1, 0.0, 0.0], [0.1, 0.0, 0.1], [0.0, 0.0, 0.0], [0.0, 0.0, 0.0], [0.1, 0.0, 0.1], [0.0, 0.0, -0.1], [-0.1, 0.0, 0.0], [0.0, 0.0, 0.0], [0.1, -0.1, -0.1], [0.0, 0.0, 0.0], [0.0, 0.0, 0.0], [0.1, 0.0, 0.0], [-0.1, 0.0, 0.0], [0.0, 0.0, 0.0], [0.0, 0.0, 0.0], [-0.1, 0.0, 0.0]],
  "mulliken_charge": [-0.540, 0.690, -0.536, -0.527, -0.987, 0.751, 0.293, 0.303, 0.339, 0.308, -0.380, -0.326, -0.359, -0.588, -0.368, -0.650, 0.461, 0.154, -0.722, 0.508, -0.593, 0.104, -0.565, -0.455, -0.452, -0.571, 0.181, 0.563, -0.691, 0.448, 0.385, 0.463, 0.605, 0.505, 0.395, 0.391, 0.460, -0.430, -0.440, -0.676, 0.283, 0.295, -0.604, 0.520, -0.672, 0.212, -0.532, -0.458, -0.440, -0.570, 0.172, 0.610, -0.681, 0.399, 0.410, 0.448, 0.459, 0.467, 0.382, 0.385, 0.465],
  "e_above_lowest_ev": 0.119,
  "homo_lumo_gap_ha": 0.229,
  "charge": -1,
  "spin_multiplicity": 1,
  "e_lumo_ev": 0.85
}